[1]
This record from OMol25 describes one molecule with the formula C3H7N3O. The level of theory is ωB97M-V/def2-TZVPD.

```
14
C3H7N3O | OMol25 | ωB97M-V/def2-TZVPD
C 1.426 1.090 -0.425
N 1.359 -0.141 0.109
C 0.267 -0.875 0.064
N 0.357 -2.258 0.320
C -1.057 -0.355 -0.050
N -1.118 1.159 -0.005
O -2.118 -0.931 0.124
H 2.379 1.596 -0.304
H 0.968 1.270 -1.401
H -0.420 -2.593 0.880
H 1.248 -2.453 0.765
H -0.052 1.536 0.154
H -1.394 1.555 -0.905
H -1.845 1.402 0.674
```

Summary:
Structure (SMILES) = C=N/C(N)=C(\[NH3+])[O-]
DFT total energy = -9739.761 eV
LUMO (alpha / beta) = 0.30 / 0.30 eV
Energy relative to the best compared isomer or geometry (same formula, charge and spin) = 75.5 kcal/mol

[2]
This record from OMol25 describes a 2-piece molecular cluster, C3H7N3O overall. The level of theory is ωB97M-V/def2-TZVPD.

```
14
C3H7N3O | OMol25 | ωB97M-V/def2-TZVPD
C -1.999 0.596 0.061
N -1.004 1.393 0.730
C 0.058 1.055 1.203
N 1.170 0.929 1.758
C 0.886 -0.666 -0.606
O 2.076 -0.851 -0.062
N 0.814 -1.298 -1.776
H -2.678 0.133 0.785
H -1.499 -0.193 -0.513
H -2.587 1.234 -0.602
H 2.053 -0.302 0.761
H 1.138 0.965 2.770
H -0.022 -1.191 -2.327
H 1.594 -1.804 -2.183
```

Summary:
DFT total energy = -9740.325 eV
LUMO = 1.03 eV
Energy relative to the best compared isomer or geometry (same formula, charge and spin) = 62.5 kcal/mol

[3]
This record from OMol25 describes one molecule with the formula C3H7N3O. The level of theory is ωB97M-V/def2-TZVPD.

```
14
C3H7N3O | OMol25 | ωB97M-V/def2-TZVPD
C -1.405 0.889 0.573
N -1.291 -0.082 -0.471
C 0.002 0.004 -0.679
N 0.541 0.309 -1.859
C 1.060 -0.581 0.284
N 0.544 -1.353 1.270
O 2.250 -0.468 0.041
H -1.590 1.897 0.192
H -0.228 1.124 0.715
H -2.166 0.659 1.356
H 1.547 0.312 -1.937
H -0.022 0.832 -2.509
H -0.429 -1.619 1.228
H 1.188 -1.924 1.796
```

Summary:
Structure (SMILES) = C/N=C(/N)C(N)=O
DFT total energy = -9740.591 eV
LUMO = 0.52 eV
Energy relative to the best compared isomer or geometry (same formula, charge and spin) = 56.3 kcal/mol

[4]
This record from OMol25 describes one molecule with the formula C3H7N3O. The level of theory is ωB97M-V/def2-TZVPD.

```
14
C3H7N3O | OMol25 | ωB97M-V/def2-TZVPD
C -1.184 -1.259 0.950
N -1.188 0.158 0.727
C -0.294 0.803 0.092
N -0.354 2.171 0.044
C 0.987 0.373 -0.676
N 1.259 -0.910 -1.019
O 1.798 1.246 -0.951
H -1.239 -1.430 2.036
H -0.288 -1.776 0.588
H -2.073 -1.729 0.501
H 0.505 2.606 -0.256
H -0.875 2.616 0.783
H 0.659 -1.708 -0.911
H 2.158 -1.026 -1.469
```

Summary:
Structure (SMILES) = C/N=C(/N)C(N)=O
DFT total energy = -9742.399 eV
LUMO = 0.91 eV
Energy relative to the best compared isomer or geometry (same formula, charge and spin) = 14.6 kcal/mol

[5]
This record from OMol25 describes a 2-piece molecular cluster, C3H7N3O overall. The level of theory is ωB97M-V/def2-TZVPD.

```
14
C3H7N3O | OMol25 | ωB97M-V/def2-TZVPD
C 0.103 -1.641 0.815
C 0.125 -0.936 -0.522
N -1.009 -0.115 -0.742
O 0.868 -1.214 -1.439
H -0.640 -2.436 0.807
H 1.082 -2.071 1.003
H -0.138 -0.937 1.607
H -1.760 -0.090 -0.071
H -1.129 0.204 -1.694
N -0.583 2.227 0.029
C 0.639 2.075 0.196
N 1.588 1.376 0.464
H -0.975 3.043 -0.407
H 1.829 0.515 -0.045
```

Summary:
Structure (SMILES) = CC(N)=O.N=C=N
DFT total energy = -9741.244 eV
LUMO = 0.62 eV
Energy relative to the best compared isomer or geometry (same formula, charge and spin) = 41.3 kcal/mol

[6]
This record from OMol25 describes one molecule with the formula C3H7N3O. The level of theory is ωB97M-V/def2-TZVPD.

```
14
C3H7N3O | OMol25 | ωB97M-V/def2-TZVPD
H -0.667 3.054 2.709
N -0.318 2.113 2.546
C -0.197 1.905 1.299
N 0.272 0.682 0.848
C 0.048 0.260 -0.463
O -0.425 0.996 -1.313
N 0.399 -1.041 -0.687
C -0.107 -1.762 -1.836
H -0.427 2.593 0.483
H 0.416 -0.001 1.580
H 0.823 -1.569 0.060
H -0.753 -1.079 -2.391
H -0.697 -2.627 -1.512
H 0.696 -2.104 -2.497
```

Summary:
Structure (SMILES) = [H]/N=C/NC(=O)NC
DFT total energy = -9742.880 eV
LUMO = 0.79 eV
Energy relative to the best compared isomer or geometry (same formula, charge and spin) = 3.5 kcal/mol